136
Properties=species:S:1:pos:R:3:forces:R:3 method="wB97M-V/def2-TZVPD" homo_energy_ev=-8.3 total_charge=0 lumo_ev=0.05 total_energy_ev=-153841.8182 homo_lumo_gap_ev=8.350 smiles="NB(O)c1cc(Cl)c2c(c1)Sc1c(CCCS)c(S)c(S)c(-c3cccnc3)c1N2[PH2]=O.O=C1CCCO1.O=C1CCCO1.O=C1CCCO1.O=C1CCCO1.O=C1CCCO1.O=C1CCCO1.O=C1CCCO1"
N 10.332196 2.861217 0.285413 -1.35 -2.26 -0.02
B 9.054371 2.514510 0.918736 -0.48 0.22 0.66
O 8.932394 2.466444 2.350813 0.85 -0.73 -1.29
C 7.715312 2.121506 0.104497 -1.28 -0.21 -1.38
C 7.829073 0.984301 -0.821747 -1.66 0.68 -0.13
C 6.683646 0.488517 -1.605536 -0.15 2.29 2.14
Cl 6.845832 -0.896447 -2.711290 -0.21 1.27 0.99
C 5.406366 1.191588 -1.402522 2.29 0.06 0.46
C 5.306147 2.354940 -0.494834 1.01 -1.33 -0.37
C 6.439003 2.859140 0.277558 0.01 -2.52 -1.63
S 3.626671 3.086956 -0.393435 0.37 -1.13 0.07
C 2.594505 1.569266 -0.403747 -0.02 -1.63 -0.54
C 1.397282 1.411730 0.447449 1.07 -1.67 -1.22
C 0.955577 2.565066 1.388524 -0.58 0.39 0.06
C -0.547022 3.061221 1.169621 0.21 0.21 0.01
C -0.986723 2.952401 -0.340453 0.06 0.25 1.04
S -2.643351 3.791544 -0.477713 0.05 -0.80 -0.48
C 0.711782 0.103406 0.339063 1.87 0.21 -0.43
S -0.775599 -0.174210 1.381946 0.82 -0.09 -0.18
C 1.212238 -0.975068 -0.555844 -0.16 1.38 -0.15
S 0.338643 -2.588493 -0.589904 0.58 0.53 -0.11
C 2.380853 -0.791269 -1.408881 0.11 1.68 1.14
C 2.944971 -1.828210 -2.394085 -0.14 -0.81 -2.29
C 2.618169 -1.761247 -3.843789 2.54 -2.65 2.16
C 3.288290 -2.819668 -4.612474 -0.43 0.47 0.03
C 4.142606 -3.854531 -4.053121 -1.15 1.86 0.45
N 4.419604 -3.885571 -2.718210 -1.11 1.28 -1.19
C 3.846181 -2.900105 -1.988765 -0.69 1.00 0.89
C 3.081185 0.508617 -1.313706 -2.09 -0.85 1.31
N 4.263884 0.697009 -2.152666 -1.13 1.57 0.81
P 3.911199 1.657302 -3.563838 1.74 1.43 -1.16
O 5.015293 2.599558 -3.954321 -1.00 -1.21 0.57
H 11.013622 2.196992 0.684952 0.13 0.99 0.10
H 10.239849 2.545157 -0.692250 0.24 0.73 0.32
H 8.844615 1.525918 2.601592 -0.33 0.75 0.06
H 8.824443 0.482563 -0.934074 -1.12 0.46 0.05
H 6.327184 3.727670 0.971303 0.14 -0.88 -0.68
H 1.596196 3.480110 1.230577 -0.42 -1.21 -0.03
H 1.070999 2.311955 2.483294 -0.04 -0.10 -1.21
H -0.559719 4.133712 1.528613 -0.12 -1.02 -0.58
H -1.289923 2.519901 1.810408 0.82 0.34 -0.64
H -1.063145 1.869776 -0.605340 0.03 1.06 -0.09
H -0.236143 3.502015 -0.962135 -0.69 -0.69 0.24
H -3.367611 2.924164 -1.274464 0.78 0.51 0.54
H -0.349076 -1.125133 2.281980 0.12 0.50 -0.85
H -0.891508 -2.338826 -1.155057 0.71 0.41 0.30
H 1.971147 -0.977511 -4.289997 0.53 -0.83 0.36
H 3.127224 -2.830951 -5.722649 0.17 -0.04 1.18
H 4.609792 -4.629086 -4.712570 -0.53 0.84 0.74
H 4.104443 -2.906852 -0.893668 -0.26 -0.09 -1.18
H 3.663350 0.711566 -4.615342 -0.16 0.17 0.80
H 2.693194 2.404526 -3.431569 0.19 -0.86 0.40
O -5.882273 3.632827 -1.623612 0.49 0.20 -0.64
C -5.675778 4.597611 -2.315108 -0.10 -0.29 0.59
O -4.625674 4.713541 -3.174257 -0.52 -0.24 0.30
C -4.626257 6.029992 -3.749115 0.27 0.27 -0.26
C -6.047789 6.529220 -3.610068 -0.29 0.35 -0.17
C -6.500880 5.861471 -2.326917 -0.10 0.15 -0.45
H -3.912246 6.648808 -3.199367 -0.02 -0.07 0.02
H -4.314201 5.972311 -4.791537 0.12 -0.20 0.13
H -6.122245 7.616491 -3.590267 0.09 -0.05 -0.02
H -6.651739 6.165955 -4.445826 0.06 0.04 0.03
H -6.249394 6.457301 -1.446688 -0.08 -0.11 0.07
H -7.564927 5.633541 -2.345688 0.08 -0.07 0.34
O -7.673696 5.828627 3.995979 0.39 0.09 -0.17
C -7.237488 4.974442 3.272134 -0.44 0.24 0.14
O -6.301173 5.201329 2.319120 -0.22 0.09 0.42
C -6.082587 3.996897 1.561817 0.22 -0.26 -0.38
C -6.543910 2.872109 2.463461 -0.01 -0.42 0.06
C -7.667618 3.526575 3.248097 0.44 -0.34 -0.02
H -6.664319 4.054579 0.639983 0.04 0.01 0.05
H -5.026075 3.909141 1.307033 -0.09 0.25 0.00
H -6.849685 1.980401 1.916446 0.06 0.09 -0.05
H -5.737587 2.588362 3.145286 -0.03 0.01 -0.06
H -8.625818 3.449356 2.730116 -0.04 0.06 0.12
H -7.743356 3.124453 4.256743 -0.29 0.20 -0.02
O -2.579866 -2.966844 -1.888862 -0.61 -0.11 -0.12
C -2.721102 -4.064153 -2.361186 0.24 0.13 0.32
O -3.914622 -4.692608 -2.462478 0.35 0.45 0.00
C -3.713592 -6.024895 -2.968129 -0.22 -0.47 -0.09
C -2.382628 -5.981899 -3.685122 0.28 -0.22 -0.27
C -1.614081 -4.952632 -2.877006 -0.11 -0.19 -0.48
H -3.709144 -6.719164 -2.126619 -0.02 0.06 -0.05
H -4.530295 -6.289089 -3.638754 -0.09 0.15 0.19
H -1.892871 -6.954155 -3.740870 -0.15 -0.01 0.05
H -2.522462 -5.616842 -4.706170 -0.01 -0.05 0.05
H -1.095875 -5.403901 -2.027754 0.06 0.14 0.01
H -0.917222 -4.390362 -3.496253 0.11 0.11 0.35
O -3.760326 -10.311047 -4.044865 -0.03 0.44 0.27
C -3.268722 -10.258076 -2.951905 0.08 -0.33 -0.60
O -3.226834 -9.126846 -2.198084 -0.15 -0.19 -0.29
C -2.474252 -9.379991 -0.997151 0.13 0.26 0.50
C -2.524135 -10.878014 -0.805082 0.10 -0.40 0.38
C -2.574694 -11.389867 -2.232103 -0.23 0.00 0.51
H -1.457633 -9.014897 -1.140714 -0.09 -0.06 0.00
H -2.926998 -8.846108 -0.160818 -0.12 0.12 -0.22
H -1.684632 -11.264494 -0.230060 0.00 0.15 -0.06
H -3.445628 -11.154193 -0.284405 0.03 0.06 -0.04
H -1.576432 -11.519180 -2.652108 -0.07 -0.04 -0.02
H -3.146985 -12.312359 -2.311017 0.11 0.04 -0.32
O -4.945446 5.185581 8.510028 0.21 0.45 0.10
C -5.500077 6.217587 8.256010 -0.14 -0.66 0.15
O -5.103969 7.426422 8.738046 0.09 -0.23 -0.06
C -6.042019 8.434332 8.334377 -0.11 0.34 -0.02
C -6.741822 7.863778 7.117747 -0.29 0.12 -0.32
C -6.742032 6.374766 7.412482 0.10 0.41 -0.34
H -6.731930 8.619397 9.162553 0.03 -0.03 0.00
H -5.510004 9.357786 8.106056 0.13 -0.12 0.17
H -7.736120 8.280602 6.957897 0.07 0.02 0.04
H -6.147493 8.059701 6.221772 -0.06 0.00 0.05
H -7.611763 6.075810 8.001207 0.06 -0.12 -0.03
H -6.674036 5.785043 6.500558 -0.11 -0.19 0.21
O 0.345047 -10.348253 -1.292976 0.68 -0.05 -0.07
C 1.120739 -10.053021 -2.162942 -0.35 0.14 0.27
O 2.435043 -9.808491 -1.945936 -0.38 -0.17 0.07
C 3.053647 -9.376882 -3.168130 0.36 0.16 -0.23
C 2.157358 -9.897590 -4.272531 -0.02 -0.04 -0.45
C 0.785918 -9.854178 -3.622726 0.35 -0.25 -0.28
H 3.114297 -8.285401 -3.160731 -0.02 -0.04 0.05
H 4.061752 -9.784987 -3.231447 -0.06 0.02 0.26
H 2.227099 -9.318083 -5.192954 0.05 0.01 0.08
H 2.419666 -10.932659 -4.506341 0.01 0.07 0.01
H 0.305414 -8.881050 -3.747872 -0.11 -0.07 0.05
H 0.140304 -10.650398 -3.988967 -0.21 0.20 0.14
O 6.137861 5.484220 2.415079 -0.07 0.38 0.27
C 6.627709 5.562960 3.508954 0.10 -0.27 -0.54
O 6.664789 6.708170 4.236318 -0.15 -0.17 -0.23
C 7.412121 6.487494 5.441720 0.14 0.13 0.35
C 7.365867 4.990818 5.670358 0.07 -0.31 0.29
C 7.321605 4.448926 4.252393 -0.13 0.09 0.59
H 8.431065 6.854087 5.291339 -0.04 -0.01 -0.04
H 6.955659 7.042011 6.261286 -0.06 0.13 -0.22
H 8.205236 4.618613 6.257977 -0.02 0.10 -0.02
H 6.444181 4.723706 6.194434 0.07 0.05 0.01
H 8.320557 4.312579 3.836067 -0.12 -0.12 -0.11
H 6.752011 3.523791 4.192304 0.17 0.01 -0.34